Record 1
Entry from the Open Molecules 2025 dataset: a molecular structure, C46H42FN5O3PSSiV (wB97M-V/def2-TZVPD).

Positions of all 101 atoms, in Å:
H 5.43305 5.20248 -1.59113
H -2.20111 -1.83780 -4.94791
C -2.73931 -2.92588 -2.18119
H 0.93559 -3.08456 -1.18445
H 1.72318 2.50878 4.46959
H 2.13556 -1.62805 -0.19285
F 1.60432 0.82009 -2.27128
C 3.27386 -1.96066 4.10126
C -2.27473 -0.89951 -4.39244
C -2.71437 3.70444 -0.86731
C 0.27026 -3.78519 -0.69758
H 3.75337 -2.25610 -4.75836
C 1.67182 -0.42111 -2.87338
H 4.07858 -1.91749 4.82550
C -1.97315 3.33179 -3.11934
C -4.02429 -0.85683 2.23281
H -4.39728 -0.60999 -1.69980
H -2.80114 2.39373 2.96904
H -4.81638 0.49533 3.62795
H -2.63889 0.14391 4.91579
C 0.69816 2.29793 4.18813
N -0.54697 -0.79517 -1.97701
C -3.43310 -0.08937 -1.66470
N 2.86684 -1.53940 0.49341
C 4.40071 4.94365 -1.39636
O 1.54843 1.45745 0.22858
C -1.66139 2.59981 4.74979
C 0.98793 -2.39859 3.56747
C 0.16128 -5.06816 -1.21270
H 0.68097 3.96330 -0.69469
H 3.52037 -0.79180 0.27428
C -0.70241 -5.97972 -0.62331
H -2.44386 3.01550 5.37667
H -0.79682 -6.97988 -1.02790
C 1.20900 -1.98400 2.24713
C -1.44202 -5.60698 0.49097
H -2.11008 -6.31727 0.96219
H -3.00798 -3.05513 -1.13010
Si -2.15754 -1.16397 -2.53004
H -0.00952 -2.70779 3.86231
C 4.05216 3.71342 -0.88315
C -3.92599 0.02100 3.22683
H 4.53705 -1.36610 2.47578
C 2.86276 -1.96001 -4.22145
C 0.45946 1.58993 3.08717
V 0.04405 0.47179 -0.42083
C 3.36478 5.83557 -1.65423
C -0.94073 1.22210 2.68477
C -1.88222 2.66035 -0.47551
H 1.81958 -2.69640 5.51862
H -3.64901 -3.09858 -2.76937
H -2.00209 3.59942 -4.16934
C 2.82375 -0.74803 -3.54407
C 2.74371 3.36223 -0.62297
C 1.73575 -2.77204 -4.20075
H -3.39581 4.84294 -2.55437
H -4.99188 -1.10049 1.81125
C 0.52635 -1.21612 -2.75374
P -0.14964 -1.74073 1.08710
C -2.84447 -1.51792 1.65617
H -0.57208 1.74340 -3.43240
C -1.10319 1.91460 -1.35808
N -1.82233 2.37134 0.90581
H 1.25342 6.20002 -1.61982
H 3.66074 -0.05989 -3.53354
C 2.52006 -1.69400 1.82030
C -1.32599 -4.32659 1.01239
C -1.59824 -1.24884 2.05780
H -1.89215 -4.06100 1.89553
H -2.02955 -3.71769 -2.42798
C 2.00447 -2.38896 4.49781
O 5.93199 2.66125 0.64559
C 0.60111 -2.41531 -3.48601
H 3.59134 6.81500 -2.05508
C -2.09436 1.81087 3.55650
N 3.82153 1.37673 0.08467
C 1.71008 4.24283 -0.88104
N -1.07343 1.43766 1.21305
C 2.68184 1.98129 -0.06938
H -3.23719 -0.44125 -4.64222
C -0.47828 -3.39807 0.41222
C 2.03980 5.48833 -1.40377
S 5.06821 2.32681 -0.44660
H 0.74824 -5.34737 -2.07870
O 5.63413 1.74811 -1.63074
C -2.61312 0.37103 3.84788
C -2.75959 4.03749 -2.21066
H -3.55773 0.88628 -2.13912
C -0.38100 2.81261 5.04063
H -0.24836 -3.08688 -3.46992
H -3.30029 4.23303 -0.12524
H -0.11295 3.39450 5.91420
C 3.53511 -1.63522 2.79026
H 1.27130 1.21989 2.47471
H -3.01716 -2.21180 0.84221
H -1.48467 -0.23730 -4.75542
C -1.16006 2.28463 -2.69923
H -0.63782 -0.56330 3.85196
H 1.74013 -3.71049 -4.74214
H -3.19395 0.08280 -0.61238
C -1.36853 -0.21672 3.12905

The calculation puts the largest force on an atom at 0.866 eV Å⁻¹. Its total energy is -118383.676 eV. Its spin multiplicity is 3. Its energy above the lowest of the compared OMol25 structures with the same formula, charge and spin is 2.7888 eV. The expectation value of S² is 2.021.

Mulliken population analysis, charges in e, atoms 1 to 5:
1. H 0.449
2. H 0.344
3. C -1.271
4. H 0.382
5. H 0.522

Record 2
Entry from the Open Molecules 2025 dataset: a molecular structure, C46H42FeNO5P2S2 (wB97M-V/def2-TZVPD).

Positions of all 99 atoms, in Å:
H 1.99876 -0.29382 3.64748
H -2.64022 0.35497 -1.41523
C -0.10093 2.97578 0.01841
C 3.82261 -1.00897 0.77793
H -3.79654 -4.12270 4.66361
C -0.85645 -5.47688 3.70144
H -2.66568 -6.31491 4.48800
H -5.15683 2.94001 -3.67193
C -3.60606 -3.32373 -1.63929
H 3.74002 4.30403 -3.06395
H -0.14509 1.46045 -4.19939
H 1.15596 2.48688 -6.07563
C -2.14895 1.56024 4.72889
H 2.76488 -2.90674 -2.70265
C 3.09082 -2.27825 0.30020
H -2.17569 2.67524 2.90282
S 6.97548 -0.60743 -1.91008
Fe -0.19262 -0.39563 0.17040
C -1.77968 1.76416 3.38969
C 4.56664 -1.72365 -2.57957
C -0.94824 -0.50929 4.80856
C -1.82296 3.30912 -2.92663
H 4.62374 1.40798 -1.30492
C 1.01768 2.28730 -2.62133
S -2.77065 -2.40769 -0.25545
C 3.49715 -0.38176 2.07326
C 2.61930 3.40514 -4.68147
C 2.02168 -2.68594 1.21825
H -2.70495 -2.06378 3.78741
C 0.55766 4.84339 2.00745
H 1.54406 -3.67526 1.16953
C -2.19764 -3.02251 3.71289
H 4.89649 -1.10729 0.65177
O -1.72061 -1.57619 -0.98819
H 3.23811 3.76756 -5.51663
H -0.35747 -6.44292 3.61407
C -4.67550 -2.43020 -2.21711
H 3.80467 -3.08547 -0.01033
O -0.17984 1.21138 1.62257
H -4.04943 -4.24690 -1.16431
C 4.37979 0.36085 -1.32762
C -2.15691 -5.41090 4.16127
H -0.99878 4.06010 -3.04008
H -2.94178 2.20343 5.10488
C 2.16280 3.10635 -2.28939
C 0.68874 2.09608 -3.99257
H 2.55411 0.57701 -0.28929
P -0.13107 1.75912 -1.34577
H -3.84442 -0.36422 0.09809
H 0.85459 -4.29674 3.18603
C 1.47314 2.64255 -5.01296
C -2.73214 1.30995 -1.92584
P -0.20084 -1.72214 2.34421
O 7.60104 0.68661 -2.23678
C 3.27369 -0.19215 -0.51991
C 0.20629 5.23504 0.74373
C -2.81795 -4.19432 4.17881
O 6.99013 -0.88788 -0.48725
C -1.66566 2.17413 -2.14394
C 5.12298 -0.53127 -2.05744
H 5.17693 -2.30659 -3.30157
H -0.67394 -1.43821 5.35763
C -4.22717 -1.37763 0.04047
C 2.88199 3.68566 -3.31688
H 0.96927 -1.13780 -2.12229
C -3.07384 3.64001 -3.49206
N 1.14421 -1.39132 -1.17766
H -1.81827 0.45222 6.53090
H 0.63384 3.17486 3.41210
C -5.26538 -1.58431 -1.06519
H -5.42119 -3.11637 -2.67900
C -0.53302 -0.29900 3.44479
H -3.16802 4.48664 -4.12261
H 0.21418 6.27370 0.51655
H -4.80306 1.00727 -2.30965
H -2.82822 -3.59992 -2.37183
H 2.46544 3.30248 -1.26004
C 3.28398 -2.08492 -2.22013
C -4.16928 2.78439 -3.28173
O 7.23873 -1.78919 -2.82919
H 0.87353 5.57071 2.75121
H -6.09762 -2.18076 -0.65071
C 1.56003 -1.82866 2.19036
C 2.62204 -1.49213 -0.99304
C 2.37860 -0.77979 2.74368
C -1.65813 0.48581 5.43933
C -0.81506 0.91910 2.86015
C 0.04903 4.30459 -0.27900
H 4.18029 0.41704 2.42234
H 0.85476 -2.36489 -1.06807
H -4.60290 -1.67421 1.03952
H -5.60106 -0.56867 -1.41664
C -0.89530 -3.10075 3.22569
C 0.03630 2.59157 1.35022
C -0.20398 -4.32037 3.37861
H 0.05215 4.70452 -1.28400
C 0.44022 3.49401 2.36799
H -4.27713 -1.77225 -3.01070
C -3.98434 1.63586 -2.47826

The calculation puts the largest force on an atom at 3.412 eV Å⁻¹. Its total energy is -134734.405 eV. Its spin multiplicity is 5. The expectation value of S² is 6.012. The total charge is +1.

Mulliken population analysis, charges in e, atoms 1 to 5:
1. H 0.631
2. H -0.468
3. C 0.222
4. C 0.438
5. H 0.413

Record 3
Entry from the Open Molecules 2025 dataset: a molecular structure, C46H43Cl4GeN2O4PTa (wB97M-V/def2-TZVPD).

Positions of all 102 atoms, in Å:
C -1.01685 -3.03496 0.42957
C 0.15912 2.64026 1.97429
O 3.21361 0.79904 0.78053
H -4.26563 -3.93441 0.71125
C 1.18749 0.21996 4.06642
C 5.94222 1.70320 -1.49208
H 1.62660 1.39461 5.80855
C 3.27392 -2.20175 1.70783
Ta 1.20361 1.12169 0.81862
C -4.81157 0.42324 -2.76900
H 1.10059 -2.09316 -3.55484
C 0.35851 4.59138 4.05193
H 2.43116 -5.95807 1.77699
H -5.13509 1.04347 -3.60629
C -0.73890 -2.26866 -4.67054
H -0.21601 -2.83043 -2.64493
C -1.70659 3.48702 -0.22543
C -3.97154 4.10539 -0.76453
C 3.93243 1.26716 -0.24573
H 4.78790 -5.22583 1.66967
C 1.64227 -3.97408 1.77553
H -0.75331 -0.85701 -7.85422
H -0.66900 -2.56188 -7.41418
C -3.05893 -1.24540 -1.99962
H 0.68318 -1.16033 -5.83974
C -1.02212 -1.58281 -7.08756
C 2.67068 -4.90281 1.75388
C 1.22880 0.45850 5.44112
Ge -0.30491 -0.35675 -2.37740
C -4.21577 4.38750 0.56964
C -2.21438 -3.66585 0.13921
H -1.30757 5.53873 3.03065
C 4.29426 -3.13843 1.68555
C -0.40375 -1.22768 -5.73887
H 2.86376 1.21254 3.21023
H -4.12172 -1.26579 -3.87775
C 1.94127 -2.61251 1.72712
H -5.18953 4.74394 0.87756
C 1.77919 1.18105 3.07451
H -2.30724 0.54829 -0.97763
H 5.32205 -2.80213 1.64840
C -3.33223 -3.43361 0.93056
H -0.76593 -0.24868 -5.40493
C -2.72329 3.64495 -1.15515
C 1.21764 2.56932 3.04900
H -2.91758 0.00806 -3.74245
C 1.19583 3.54646 4.13544
H 0.07210 0.96084 -3.04234
N 1.08683 -0.63417 -1.04051
H -1.66688 -0.98656 -0.38836
C -0.63650 4.68914 3.01151
O 1.87497 1.98201 -0.97820
H -2.51871 3.43363 -2.19970
H -0.09968 -2.93195 4.18184
C 2.20603 -1.06283 -1.27958
C 0.66558 -0.99847 3.63488
H -2.00332 -1.20815 3.11272
C 3.99373 -4.49174 1.69805
C -3.20626 4.22473 1.50371
H 0.36587 5.35282 4.82123
N -0.41460 3.04513 -0.63464
Cl 7.64707 1.57448 -1.64857
C 0.26262 -1.97742 4.54381
H -2.11031 -1.61844 -7.01495
O 1.52773 3.10687 1.74194
H 0.61875 -4.31636 1.83929
H -0.33676 2.99514 -1.64349
C 0.02435 -2.04242 -3.36603
C 3.80082 2.41745 -2.36091
C 3.17664 1.90812 -1.23431
H -4.12113 -2.36726 2.61604
C -2.05813 -1.90949 2.29000
Cl 5.95682 2.91429 -3.90693
H 0.02199 -2.48576 6.60792
P 0.64724 -1.32530 1.85127
C -3.70021 -0.52974 -3.19044
H -1.81737 -2.25966 -4.48814
H 1.85500 3.40052 4.97944
H 0.30794 3.68369 -0.31529
C 5.31090 1.19376 -0.35548
H -2.62195 -2.18856 -2.34054
C 5.18558 2.30623 -2.49851
Cl 2.82870 3.15958 -3.57201
H -3.83633 -1.50399 -1.27510
H -0.48144 -3.26100 -5.05085
H -5.67860 -0.14017 -2.42109
C -0.92427 -2.17158 1.52374
C 0.79452 -0.49546 6.34488
C -1.95932 -0.44214 -1.28684
C -0.82269 3.73336 2.07506
H -4.74661 4.25355 -1.50438
H -3.39866 4.43239 2.54854
Cl 6.19539 0.42707 0.90256
H -0.14458 -3.21201 -0.18885
H -2.27764 -4.34871 -0.69830
C -3.25180 -2.55168 1.99867
C -1.93838 3.79317 1.12130
O 3.26349 -1.48638 -1.48217
C 0.32581 -1.72598 5.90047
H 3.52061 -1.15172 1.71298
H -4.48929 1.07772 -1.96359
H 0.83769 -0.29335 7.40706

The calculation puts the largest force on an atom at 2.394 eV Å⁻¹. Its total energy is -177011.683 eV. The total charge is +1.

natural (NBO) population analysis, charges in e, atoms 1 to 5:
1. C -0.233
2. C -0.241
3. O -0.775
4. H 0.231
5. C 0.094

Record 4
Entry from the Open Molecules 2025 dataset: a molecular structure, C46H43Cl5N7O2SW (wB97M-V/def2-TZVPD).

Positions of all 105 atoms, in Å:
H 0.62546 -0.55036 -1.72229
Cl 5.57336 -3.79154 -1.25293
N -0.09010 1.42876 -1.33689
C 4.24652 1.67715 3.28282
N -2.56062 -3.05386 -1.32060
Cl 4.69537 -3.09572 -4.07300
C 1.37561 1.49905 3.17914
C -4.43238 3.78699 -4.04715
C -0.81283 1.39129 1.88327
H 1.79665 -5.67320 0.32607
H 1.50338 3.55915 -4.11603
C -1.08342 2.11592 -5.71660
C 4.69890 -2.31337 -1.58248
N -0.42511 3.46870 -2.21939
H 1.29119 1.85205 0.39535
H -0.12372 3.02331 4.79134
C -2.02386 3.02782 3.83480
C 3.92177 -0.14104 -0.92328
O -0.39993 0.09501 -3.22681
C 1.43699 -4.62680 2.28995
H -6.30710 2.77880 -3.97810
H -3.05408 -0.47769 3.16811
C -3.00417 -0.68346 4.27206
C -1.77336 -1.60262 4.55337
C 0.80426 3.35040 -4.90951
H -3.18954 -4.81764 1.49432
C 0.13594 2.79479 -1.14529
H 2.71695 -2.91892 2.87651
C -0.94627 2.52737 -3.23805
H 1.53854 -1.78589 -0.97838
C -0.49562 1.16935 -2.59607
H -2.22695 -3.99255 -1.58509
H -3.73185 3.12208 2.47307
C -4.69933 1.63475 -3.05452
H 1.53174 2.08303 5.24348
C 1.13646 3.67015 -6.24932
C -2.35240 -4.37586 1.99577
C -0.48047 -0.93317 5.13365
H -1.95804 1.46827 -5.52552
H -3.53038 -2.95767 -1.07641
C 3.82606 -0.67420 -3.27457
H -3.89201 -1.22483 4.55491
H 5.31192 1.92538 3.35753
C 3.47342 1.81709 4.42246
H 0.05352 -1.66471 5.73714
C -1.50687 -2.52062 3.36223
C 2.07421 1.72821 4.36591
C 0.34307 3.23036 -7.28888
C 3.65093 0.21773 -2.24973
H -0.70295 -0.06603 5.82325
C -2.49720 -3.39902 2.94801
H 3.86348 2.06876 5.37023
C 2.17157 -4.80791 0.93720
C 0.04780 -4.01930 2.25218
Cl 2.99105 -0.39540 -4.72754
C 2.33694 -3.86878 3.31088
C 4.42220 -1.91031 -2.94524
H -2.52489 3.50297 4.65205
H 0.22804 -0.56798 4.37481
C -0.70541 2.62277 3.94774
H -0.07811 -3.06517 -1.91531
N 1.51659 0.92554 0.84226
N 0.64112 -1.29576 -0.98264
C -0.78794 2.47909 -7.00665
Cl 3.26202 1.82132 -2.57256
H -3.00044 0.31111 4.74693
C -0.41794 2.75001 -4.62672
H -2.89289 0.57121 -2.50601
C 2.18189 1.20320 2.04782
N 0.34631 -1.56297 2.06490
C -0.32232 -2.65170 2.59682
H 1.98645 -3.93454 0.27488
H 1.98479 4.25942 -6.44695
C -2.49144 2.52846 -3.35040
H -4.89314 4.68010 -4.46306
C -3.05664 3.70904 -3.88531
C -2.05530 2.00280 1.63136
N -0.37472 -2.26991 -1.36767
H -3.51561 -3.23220 3.35572
C -1.05227 -4.79893 1.80276
C -0.02744 1.84702 2.98677
C 3.57924 1.39781 2.09914
H -2.51255 4.56325 -4.16676
H 1.77509 -3.68949 4.25749
H 1.25062 -5.63684 2.70857
H 3.27644 -4.47102 3.48158
H 3.94792 0.54825 -0.25443
C -3.30794 1.49547 -2.93804
H 3.26649 -4.94199 1.01824
H -1.41042 2.18900 -7.84353
S -2.27475 -0.67477 -0.12050
H 0.54838 3.59669 -8.29786
H 4.15432 1.38967 1.16703
C -2.68057 2.77862 2.63323
Cl 4.25498 -1.87270 1.16533
C 4.26068 -1.46475 -0.58428
H -5.33199 0.84491 -2.62475
C -1.65727 -2.10062 -1.06066
H -0.48390 4.46724 -2.28087
O 0.85411 3.34442 -0.29168
H -2.12357 -2.32013 5.33664
H -2.60083 1.85870 0.68618
C -5.27126 2.73179 -3.68606
W 0.00886 -0.30228 0.82391
H -0.76748 -5.73542 1.29517

The calculation puts the largest force on an atom at 6.573 eV Å⁻¹. Its total energy is -138190.839 eV. Its energy above the lowest of the compared OMol25 structures with the same formula, charge and spin is 0.0000 eV. The total charge is +1.

Mulliken population analysis, charges in e, atoms 1 to 5:
1. H -0.025
2. Cl -0.130
3. N 1.345
4. C -1.170
5. N -0.329